(1)
C19H50N3O6 | ωB97M-V/def2-TZVPD

Summary:
charge	+1
HOMO	-12.037	eV
2S+1	1
total energy	-37260.738	eV
strongest force on any atom	2.935	eV/Å
lowest unoccupied orbital energy	-0.0963	Ha
Kohn-Sham gap	9.417	eV

Cartesian coordinates (Å):
C1 1.13 3.05 0.46
C2 0.58 2.64 -0.92
C3 -0.74 1.85 -0.80
C4 -0.60 0.34 -1.05
C5 -1.16 -0.53 0.06
N1 -2.64 -0.46 0.17
C6 -3.16 0.53 0.93
N2 -2.62 0.77 2.15
N3 -4.20 1.21 0.49
C7 -4.88 2.29 1.22
C8 -5.59 3.19 0.22
C9 -6.78 2.60 -0.52
O1 -6.90 3.54 0.51
H1 0.33 3.13 1.19
H2 1.81 2.28 0.82
H3 1.65 4.00 0.43
H4 1.31 2.04 -1.45
H5 0.37 3.55 -1.48
H6 -1.45 2.26 -1.52
H7 -1.14 2.06 0.20
H8 -1.07 0.06 -1.99
H9 0.45 0.09 -1.12
H10 -0.91 -1.56 -0.18
H11 -0.66 -0.33 1.00
H12 -3.01 -0.33 -0.77
H13 -3.22 1.28 2.78
H14 -1.68 1.16 2.12
H15 -4.57 0.99 -0.42
H16 -4.11 2.89 1.71
H17 -5.63 1.93 1.91
H18 -4.96 3.90 -0.31
H19 -6.76 2.98 -1.53
H20 -6.84 1.55 -0.27
C10 -1.62 -1.89 -5.70
C11 -1.16 -0.53 -5.21
O2 0.05 -0.61 -4.46
H21 -1.77 -2.57 -4.85
H22 -2.56 -1.81 -6.25
H23 -0.88 -2.34 -6.35
H24 -1.90 -0.09 -4.55
H25 -1.02 0.15 -6.06
H26 0.73 -0.99 -5.04
C12 3.48 -1.26 -2.69
C13 2.66 -2.43 -2.20
O3 1.34 -2.03 -1.81
H27 3.56 -0.49 -1.91
H28 4.49 -1.57 -2.95
H29 3.01 -0.79 -3.56
H30 3.12 -2.88 -1.32
H31 2.59 -3.20 -2.97
H32 0.92 -1.65 -2.59
C14 7.36 -3.84 0.12
C15 5.96 -3.63 -0.41
O4 5.95 -2.93 -1.66
H33 7.87 -2.88 0.24
H34 7.35 -4.35 1.08
H35 7.95 -4.44 -0.58
H36 5.38 -3.02 0.28
H37 5.45 -4.59 -0.53
H38 6.45 -3.47 -2.29
C16 0.10 3.11 5.38
C17 0.92 3.26 4.11
O5 0.33 4.18 3.19
H39 -0.92 2.79 5.14
H40 0.55 2.39 6.06
H41 0.02 4.07 5.89
H42 0.98 2.30 3.58
H43 1.93 3.58 4.35
H44 0.29 5.03 3.62
C18 0.24 -2.08 3.52
C19 0.00 -3.45 2.91
O6 -1.25 -4.00 3.30
H45 0.20 -2.13 4.61
H46 1.21 -1.68 3.22
H47 -0.54 -1.38 3.20
H48 0.76 -4.15 3.24
H49 0.05 -3.39 1.81
H50 -1.95 -3.40 3.01

***

(2)
C19H50NO5 | ωB97M-V/def2-TZVPD

Summary:
charge	+1
HOMO	-11.655	eV
2S+1	1
total energy	-32234.057	eV
strongest force on any atom	2.033	eV/Å
lowest unoccupied orbital energy	-0.1264	Ha
Kohn-Sham gap	8.215	eV

Cartesian coordinates (Å):
C1 4.27 -4.78 -1.22
C2 3.45 -3.46 -0.94
O1 3.69 -2.61 -2.04
C3 3.05 -1.36 -1.90
C4 1.50 -1.45 -1.72
C5 1.02 -1.40 -0.23
C6 0.13 -2.61 0.20
C7 -0.99 -2.89 -0.84
N1 -0.60 -4.03 -1.77
H1 4.84 -4.64 -2.16
H2 4.96 -5.02 -0.40
H3 3.56 -5.60 -1.42
H4 2.39 -3.78 -0.84
H5 3.77 -3.05 0.03
H6 3.47 -0.73 -1.09
H7 3.22 -0.82 -2.85
H8 1.15 -2.34 -2.28
H9 1.07 -0.57 -2.22
H10 1.88 -1.27 0.45
H11 0.38 -0.50 -0.06
H12 -0.39 -2.29 1.12
H13 0.71 -3.51 0.48
H14 -1.91 -3.19 -0.32
H15 -1.23 -1.98 -1.41
H16 -0.52 -3.70 -2.73
H17 0.33 -4.35 -1.49
H18 -1.28 -4.79 -1.76
C8 -2.30 2.93 1.68
C9 -1.70 1.54 1.77
C10 -1.57 1.08 3.21
O2 -0.42 1.52 1.13
H19 -1.65 3.66 2.19
H20 -2.38 3.25 0.64
H21 -3.28 2.97 2.14
H22 -2.34 0.84 1.22
H23 -0.90 1.74 3.77
H24 -1.14 0.08 3.26
H25 -2.54 1.06 3.71
H26 0.15 2.13 1.61
C11 9.06 -2.69 -2.80
C12 8.87 -4.18 -2.53
C13 8.32 -4.90 -3.74
O3 7.99 -4.35 -1.42
H27 8.10 -2.22 -3.05
H28 9.45 -2.18 -1.92
H29 9.75 -2.53 -3.63
H30 9.83 -4.62 -2.24
H31 7.34 -4.50 -4.02
H32 8.19 -5.96 -3.53
H33 8.99 -4.80 -4.60
H34 7.14 -3.97 -1.66
C14 -6.03 1.50 4.57
C15 -6.11 2.22 3.23
C16 -7.54 2.24 2.70
O4 -5.26 1.58 2.28
H35 -6.34 0.46 4.47
H36 -5.00 1.50 4.93
H37 -6.66 1.99 5.32
H38 -5.75 3.25 3.34
H39 -7.90 1.22 2.54
H40 -7.58 2.75 1.74
H41 -8.21 2.74 3.39
H42 -5.56 0.67 2.18
C17 -3.45 7.78 -0.05
C18 -3.62 6.29 0.19
C19 -4.17 5.58 -1.04
O5 -4.50 6.08 1.29
H43 -4.41 8.24 -0.28
H44 -3.07 8.27 0.84
H45 -2.77 7.97 -0.88
H46 -2.66 5.85 0.46
H47 -5.15 5.97 -1.30
H48 -4.29 4.51 -0.85
H49 -3.50 5.71 -1.90
H50 -5.35 6.46 1.07

***

(3)
C19H51N2O2PdS3SbSi4 | ωB97M-V/def2-TZVPD

Summary:
charge	-2
HOMO	-1.506	eV
2S+1	1
total energy	-101645.683	eV
energy relative to the best compared isomer or geometry (same formula, charge and spin)	43.48	kcal/mol
strongest force on any atom	2.115	eV/Å
lowest unoccupied orbital energy	0.1690	Ha
Kohn-Sham gap	6.105	eV

Cartesian coordinates (Å):
Pd1 -0.08 -0.61 0.47
C1 -5.16 1.69 -1.35
Si1 -4.18 0.05 -1.31
C2 -5.45 -1.18 -0.58
C3 -3.97 -0.41 -3.15
Sb1 -1.89 0.76 -0.48
Si2 -2.70 1.50 1.85
C4 -2.84 3.41 1.90
C5 -4.46 0.97 2.41
C6 -1.50 0.95 3.19
Si3 -1.24 -2.58 0.62
C7 -2.18 -3.15 -0.96
C8 -2.58 -2.76 1.98
C9 -0.12 -4.10 0.98
H1 -6.12 1.59 -1.88
H2 -4.57 2.46 -1.85
H3 -5.36 2.04 -0.34
H4 -6.37 -1.19 -1.18
H5 -5.71 -0.88 0.44
H6 -5.06 -2.20 -0.54
H7 -4.91 -0.40 -3.70
H8 -3.52 -1.40 -3.25
H9 -3.29 0.31 -3.61
H10 -3.54 3.77 1.15
H11 -1.88 3.88 1.71
H12 -3.20 3.74 2.89
H13 -5.21 1.23 1.66
H14 -4.72 1.47 3.35
H15 -4.51 -0.11 2.58
H16 -0.59 1.55 3.15
H17 -1.22 -0.08 3.00
H18 -1.92 1.01 4.20
H19 -3.03 -2.50 -1.18
H20 -2.53 -4.18 -0.82
H21 -1.51 -3.14 -1.83
H22 -3.37 -2.02 1.88
H23 -2.13 -2.67 2.97
H24 -3.02 -3.76 1.91
H25 0.68 -4.18 0.24
H26 -0.72 -5.01 0.95
H27 0.35 -4.00 1.95
C10 1.56 3.75 -0.96
Si4 2.08 2.37 0.28
C11 1.65 3.08 1.99
C12 3.99 2.39 0.18
O1 1.45 0.97 -0.04
H28 1.85 4.74 -0.58
H29 0.47 3.75 -1.11
H30 2.03 3.62 -1.94
H31 2.23 3.98 2.23
H32 1.85 2.32 2.75
H33 0.59 3.34 2.05
H34 4.39 3.40 0.22
H35 4.36 1.91 -0.73
H36 4.41 1.83 1.03
C13 4.75 0.48 3.08
O2 3.42 0.10 2.76
C14 3.12 -1.22 2.59
S1 4.31 -2.40 2.71
S2 1.49 -1.52 2.30
H37 4.73 1.57 3.21
H38 5.44 0.21 2.28
H39 5.09 -0.01 4.00
C15 3.98 -1.38 -0.55
N1 3.81 -1.59 -1.99
C16 4.21 -2.93 -2.39
C17 2.45 -1.30 -2.33
S3 1.20 -2.31 -1.90
N2 2.28 -0.18 -3.05
C18 0.94 0.31 -3.31
C19 3.38 0.67 -3.46
H40 5.04 -1.30 -0.31
H41 3.54 -2.19 0.03
H42 3.47 -0.45 -0.26
H43 3.62 -3.70 -1.89
H44 5.27 -3.05 -2.13
H45 4.09 -3.04 -3.47
H46 0.48 -0.24 -4.13
H47 0.98 1.38 -3.54
H48 0.35 0.16 -2.42
H49 4.32 0.15 -3.24
H50 3.37 1.61 -2.91
H51 3.31 0.86 -4.53

***

Repeat the second record exactly.
C19H50NO5 | ωB97M-V/def2-TZVPD

Summary:
charge	+1
HOMO	-11.655	eV
2S+1	1
total energy	-32234.057	eV
strongest force on any atom	2.033	eV/Å
lowest unoccupied orbital energy	-0.1264	Ha
Kohn-Sham gap	8.215	eV

Cartesian coordinates (Å):
C1 4.27 -4.78 -1.22
C2 3.45 -3.46 -0.94
O1 3.69 -2.61 -2.04
C3 3.05 -1.36 -1.90
C4 1.50 -1.45 -1.72
C5 1.02 -1.40 -0.23
C6 0.13 -2.61 0.20
C7 -0.99 -2.89 -0.84
N1 -0.60 -4.03 -1.77
H1 4.84 -4.64 -2.16
H2 4.96 -5.02 -0.40
H3 3.56 -5.60 -1.42
H4 2.39 -3.78 -0.84
H5 3.77 -3.05 0.03
H6 3.47 -0.73 -1.09
H7 3.22 -0.82 -2.85
H8 1.15 -2.34 -2.28
H9 1.07 -0.57 -2.22
H10 1.88 -1.27 0.45
H11 0.38 -0.50 -0.06
H12 -0.39 -2.29 1.12
H13 0.71 -3.51 0.48
H14 -1.91 -3.19 -0.32
H15 -1.23 -1.98 -1.41
H16 -0.52 -3.70 -2.73
H17 0.33 -4.35 -1.49
H18 -1.28 -4.79 -1.76
C8 -2.30 2.93 1.68
C9 -1.70 1.54 1.77
C10 -1.57 1.08 3.21
O2 -0.42 1.52 1.13
H19 -1.65 3.66 2.19
H20 -2.38 3.25 0.64
H21 -3.28 2.97 2.14
H22 -2.34 0.84 1.22
H23 -0.90 1.74 3.77
H24 -1.14 0.08 3.26
H25 -2.54 1.06 3.71
H26 0.15 2.13 1.61
C11 9.06 -2.69 -2.80
C12 8.87 -4.18 -2.53
C13 8.32 -4.90 -3.74
O3 7.99 -4.35 -1.42
H27 8.10 -2.22 -3.05
H28 9.45 -2.18 -1.92
H29 9.75 -2.53 -3.63
H30 9.83 -4.62 -2.24
H31 7.34 -4.50 -4.02
H32 8.19 -5.96 -3.53
H33 8.99 -4.80 -4.60
H34 7.14 -3.97 -1.66
C14 -6.03 1.50 4.57
C15 -6.11 2.22 3.23
C16 -7.54 2.24 2.70
O4 -5.26 1.58 2.28
H35 -6.34 0.46 4.47
H36 -5.00 1.50 4.93
H37 -6.66 1.99 5.32
H38 -5.75 3.25 3.34
H39 -7.90 1.22 2.54
H40 -7.58 2.75 1.74
H41 -8.21 2.74 3.39
H42 -5.56 0.67 2.18
C17 -3.45 7.78 -0.05
C18 -3.62 6.29 0.19
C19 -4.17 5.58 -1.04
O5 -4.50 6.08 1.29
H43 -4.41 8.24 -0.28
H44 -3.07 8.27 0.84
H45 -2.77 7.97 -0.88
H46 -2.66 5.85 0.46
H47 -5.15 5.97 -1.30
H48 -4.29 4.51 -0.85
H49 -3.50 5.71 -1.90
H50 -5.35 6.46 1.07

***

Q: Which of these has the lowest HOMO?
A: C19H50N3O6